# 1
The following is a quantum chemistry calculation of one molecule with the formula C8H13O4PS, from the OMol25 dataset.

- SMILES string: COP(=O)(OC)[C@@](C)(O)c1cccs1
- LUMO: 0.8 eV
- Energy above the lowest of the compared OMol25 structures with the same formula, charge and spin: 0.0 kcal per mole
- Highest occupied orbital energy: -8.5510 eV

Last column: Mulliken charge in e.
Atoms and positions in Å:
C: -3.205 0.941 0.924  -0.400
C: -2.334 -0.229 0.765  -0.730
C: -2.938 1.835 -0.035  -0.339
C: -1.491 -0.042 -0.334  0.156
C: -0.308 -1.220 -2.258  -1.866
C: 0.899 0.895 2.547  -0.832
C: 3.495 -0.442 -1.083  -0.598
C: -0.380 -0.982 -0.737  1.055
O: 1.197 1.459 -0.375  -0.701
O: -0.439 -2.226 -0.128  -0.617
O: 0.677 -0.188 1.615  -0.340
O: 2.663 -0.596 0.076  -0.370
P: 1.201 0.093 0.099  1.138
S: -1.684 1.420 -1.090  -0.024
H: -3.931 1.132 1.757  0.325
H: -2.238 -1.046 1.455  0.385
H: -3.507 2.843 -0.176  0.292
H: 0.394 -1.955 -2.467  0.497
H: -1.294 -1.559 -2.651  0.392
H: -0.135 -0.333 -2.835  0.453
H: -0.018 1.194 2.857  0.332
H: 1.237 1.666 1.843  0.375
H: 1.490 0.726 3.376  0.255
H: 3.953 0.563 -0.992  0.281
H: 2.941 -0.775 -2.008  0.249
H: 4.439 -1.039 -0.960  0.239
H: -0.686 -2.137 0.814  0.393

=====

# 2
The following is a quantum chemistry calculation of C26H20BBrN11OSSeW as an isolated structure, from the OMol25 dataset.

- Spin multiplicity: 3
- LUMO (spin up / spin down): -3.8 / -4.0 eV
- Net charge: +1
- Energy above the lowest of the compared OMol25 structures with the same formula, charge and spin: 57.7 kcal per mole
- Highest occupied orbital energy (spin up / spin down): -10.4218 / -10.5052 eV

Last column: Mulliken charge in e.
Atoms and positions in Å:
W: -0.315 0.125 0.271  0.863
C: -3.555 -2.865 -0.925  -1.129
C: -2.750 -2.160 -0.039  -0.392
N: -2.010 -1.247 -0.686  0.338
N: -2.337 -1.370 -1.992  -0.005
C: -3.256 -2.325 -2.159  -0.278
B: -1.561 -0.656 -3.091  -0.366
N: -1.666 0.847 -2.890  -0.438
C: -1.934 1.773 -3.820  -0.219
C: -1.546 3.000 -3.328  -1.372
C: -1.029 2.715 -2.066  -0.431
N: -1.113 1.413 -1.798  0.943
N: -0.071 -1.015 -2.921  -0.344
C: 0.784 -1.485 -3.835  -0.179
C: 2.051 -1.505 -3.282  -1.357
C: 1.868 -1.009 -1.998  -0.363
N: 0.583 -0.720 -1.783  0.803
H: -4.256 -3.649 -0.695  0.449
H: -2.683 -2.275 1.025  0.465
H: -3.635 -2.552 -3.143  0.477
H: -1.958 -0.982 -4.174  -0.119
H: -2.370 1.494 -4.766  0.475
H: -1.603 3.960 -3.812  0.450
H: -0.587 3.405 -1.372  0.600
H: 0.438 -1.765 -4.818  0.451
H: 2.973 -1.813 -3.746  0.468
H: 2.610 -0.837 -1.236  0.540
S: 5.726 -2.913 3.876  0.176
N: 4.720 -3.555 2.795  -0.669
C: 3.803 -2.636 2.547  0.688
C: 2.693 -2.782 1.623  0.474
C: 2.406 -3.966 0.951  -0.605
C: 1.303 -3.996 0.133  -1.120
C: 0.551 -2.845 -0.025  0.035
N: 0.829 -1.701 0.595  0.567
C: 1.866 -1.676 1.437  -0.266
C: 2.040 -0.456 2.207  -0.023
N: 1.131 0.505 2.004  0.600
C: 1.151 1.558 2.809  -0.174
C: 2.107 1.743 3.796  -1.129
C: 3.086 0.797 3.965  -0.590
C: 3.046 -0.338 3.163  0.304
C: 3.978 -1.445 3.293  0.751
N: 5.030 -1.478 4.093  -0.670
H: 3.041 -4.831 1.092  0.566
H: 1.018 -4.892 -0.400  0.509
H: -0.295 -2.829 -0.691  0.227
H: 0.377 2.290 2.656  0.651
H: 2.063 2.627 4.415  0.464
H: 3.862 0.896 4.714  0.575
O: -2.862 5.875 1.252  -0.512
C: -2.447 4.615 1.073  0.924
C: -3.320 3.550 0.803  -0.764
C: -2.811 2.292 0.616  -0.727
N: -1.490 2.058 0.668  0.458
C: -0.713 3.062 0.945  0.225
Br: 1.682 1.809 -0.434  -0.221
C: -1.080 4.364 1.161  -1.408
H: -3.822 5.943 1.179  0.316
H: -4.389 3.711 0.747  0.345
H: -3.443 1.435 0.418  0.463
H: -0.376 5.156 1.378  0.514
Se: -1.536 -0.449 2.226  -0.283

=====

# 3
The following is a quantum chemistry calculation of a 5-piece molecular cluster, C48H52ClF5N5O12 overall, from the OMol25 dataset.

- LUMO: 1.0 eV
- Net charge: -1
- Highest occupied orbital energy: -4.7492 eV

Last column: Mulliken charge in e.
Atoms and positions in Å:
C: 0.811 3.085 4.567  -0.758
C: 2.146 3.904 4.501  0.685
O: 2.111 5.097 4.380  -0.551
O: 3.395 3.305 4.538  -0.383
C: 3.415 1.982 3.963  -0.897
C: 3.111 1.994 2.413  0.158
C: 4.374 2.606 1.684  -0.662
C: 4.475 1.944 0.254  -0.354
C: 3.545 2.649 -0.843  -0.681
C: 3.435 1.584 -2.044  -0.917
C: 2.090 1.734 -2.868  -1.121
C: 1.282 0.406 -3.037  -0.739
C: 0.432 -0.102 -1.797  1.585
C: 0.545 0.985 -0.631  -2.356
C: 1.172 -1.304 -1.028  0.050
O: 0.457 -2.008 -0.274  -0.644
O: 2.410 -1.559 -1.199  -0.801
N: -0.942 -0.486 -2.134  1.169
C: -1.145 -1.354 -3.300  -1.210
C: -0.112 -2.490 -3.608  -0.480
C: -0.500 -3.733 -2.711  -0.373
Cl: 0.941 -4.718 -2.248  -0.234
C: -1.895 0.570 -2.149  0.950
F: -1.430 1.782 -2.713  -0.274
F: -3.025 0.307 -2.969  -0.384
C: -2.584 0.803 -0.756  0.428
C: -3.292 2.078 -0.578  -0.699
C: -3.982 2.321 0.668  -0.868
C: -3.953 1.300 1.696  -0.715
C: -3.243 0.061 1.536  -0.142
C: -3.223 -1.004 2.652  0.845
F: -3.764 -2.166 2.116  -0.237
F: -1.993 -1.240 3.161  -0.211
F: -4.090 -0.627 3.650  -0.307
C: -2.557 -0.188 0.273  -0.007
H: 0.080 3.693 5.144  0.320
H: 0.931 2.087 5.052  0.277
H: 0.486 2.888 3.515  0.197
H: 4.463 1.595 4.071  0.510
H: 2.749 1.244 4.473  0.217
H: 2.933 0.922 2.128  0.255
H: 2.186 2.558 2.146  0.058
H: 5.323 2.333 2.225  0.284
H: 4.329 3.716 1.574  0.235
H: 5.526 1.849 -0.132  0.151
H: 4.108 0.885 0.367  0.248
H: 2.552 2.895 -0.404  0.345
H: 4.127 3.526 -1.213  0.416
H: 4.305 1.833 -2.716  0.487
H: 3.623 0.549 -1.674  0.496
H: 2.429 2.019 -3.907  0.549
H: 1.481 2.622 -2.546  0.286
H: 2.031 -0.393 -3.301  0.332
H: 0.672 0.532 -3.977  0.290
H: 1.575 0.930 -0.204  0.137
H: -0.135 0.679 0.212  0.265
H: 0.225 2.004 -0.936  0.319
H: -1.186 -0.717 -4.232  0.411
H: -2.110 -1.915 -3.153  0.390
H: -0.255 -2.782 -4.685  0.441
H: 0.963 -2.227 -3.499  0.248
H: -1.064 -3.369 -1.815  0.028
H: -1.218 -4.391 -3.272  0.437
H: -3.339 2.839 -1.378  0.306
H: -4.559 3.248 0.853  0.375
H: -4.497 1.477 2.649  0.389
H: -1.992 -1.135 0.076  0.404
C: -5.024 6.820 -6.044  -0.376
C: -3.844 6.182 -6.404  -0.499
C: -3.019 5.644 -5.427  -0.263
C: -3.389 5.748 -4.094  0.080
C: -4.561 6.389 -3.723  -0.334
C: -5.381 6.928 -4.706  -0.485
N: -2.531 5.157 -3.060  1.090
O: -1.505 4.618 -3.412  -0.576
O: -2.898 5.232 -1.899  -0.627
H: -5.669 7.235 -6.810  0.367
H: -3.568 6.101 -7.448  0.364
H: -2.101 5.148 -5.716  0.459
H: -4.848 6.475 -2.683  0.435
H: -6.300 7.428 -4.428  0.364
C: 10.130 4.834 0.632  -0.385
C: 8.856 5.028 0.113  -0.549
C: 8.304 4.083 -0.741  -0.116
C: 9.034 2.948 -1.062  0.001
C: 10.309 2.749 -0.554  -0.387
C: 10.857 3.699 0.297  -0.405
N: 8.441 1.936 -1.944  0.988
O: 7.329 2.156 -2.383  -0.555
O: 9.095 0.935 -2.179  -0.609
H: 10.557 5.571 1.303  0.370
H: 8.293 5.914 0.376  0.379
H: 7.310 4.242 -1.141  0.455
H: 10.881 1.866 -0.807  0.442
H: 11.851 3.552 0.702  0.362
C: -5.087 -5.830 1.220  -0.770
C: -5.393 -4.822 2.127  -0.297
C: -6.541 -4.909 2.902  -0.510
C: -7.372 -6.014 2.762  0.103
C: -7.078 -7.022 1.854  -0.359
C: -5.930 -6.926 1.080  -0.496
N: -8.573 -6.123 3.596  1.006
O: -8.813 -5.213 4.370  -0.610
O: -9.263 -7.121 3.472  -0.618
H: -4.186 -5.761 0.620  0.629
H: -4.734 -3.970 2.231  0.628
H: -6.772 -4.120 3.605  0.470
H: -7.727 -7.880 1.740  0.435
H: -5.688 -7.707 0.370  0.419
C: -0.815 -7.397 5.006  -0.361
C: -1.603 -8.367 4.397  -0.480
C: -1.985 -8.219 3.072  -0.389
C: -1.569 -7.099 2.367  -0.027
C: -0.789 -6.121 2.967  -0.360
C: -0.412 -6.274 4.294  -0.571
N: -1.949 -6.948 0.958  1.038
O: -2.653 -7.816 0.461  -0.600
O: -1.538 -5.969 0.371  -0.500
H: -0.513 -7.518 6.040  0.370
H: -1.916 -9.241 4.956  0.369
H: -2.598 -8.979 2.605  0.442
H: -0.468 -5.244 2.418  0.684
H: 0.199 -5.519 4.773  0.396

=====

# 4
The following is a quantum chemistry calculation of a 3-piece molecular cluster, H6O3 overall, from the OMol25 dataset.

- SMILES string: O.O.O
- LUMO: 0.6 eV
- Energy above the lowest of the compared OMol25 structures with the same formula, charge and spin: 9.7 kcal per mole
- Highest occupied orbital energy: -11.1535 eV

Last column: Mulliken charge in e.
Atoms and positions in Å:
O: 1.616 -0.064 0.055  -0.622
H: 2.251 -0.359 0.718  0.301
H: 0.764 -0.409 0.358  0.330
O: 0.051 2.074 -1.257  -0.655
H: -0.348 1.581 -1.984  0.313
H: 0.940 1.698 -1.165  0.332
O: -1.599 -1.765 0.841  -0.657
H: -1.779 -0.826 0.690  0.332
H: -1.895 -1.930 1.745  0.328

=====

# 5
The following is a quantum chemistry calculation of a 2-piece molecular cluster, C5H14 overall, from the OMol25 dataset.

- SMILES string: CCC.CC
- LUMO: 1.1 eV
- Energy above the lowest of the compared OMol25 structures with the same formula, charge and spin: 5.4 kcal per mole
- Highest occupied orbital energy: -11.3806 eV

Last column: Mulliken charge in e.
Atoms and positions in Å:
C: 1.205 -0.664 -1.459  -0.127
C: -0.298 -0.852 -1.606  -1.037
C: 1.630 0.799 -1.265  -1.108
H: 1.536 -1.269 -0.609  0.243
H: 1.676 -1.038 -2.363  0.292
H: -0.772 -0.363 -2.464  0.336
H: 0.849 1.424 -0.841  0.273
H: 2.514 0.932 -0.639  0.282
H: 1.867 1.265 -2.233  0.335
H: -0.509 -1.909 -1.783  0.321
H: -0.934 -0.534 -0.777  0.161
C: -1.024 -0.292 2.483  -0.857
C: -1.377 0.937 1.662  -0.470
H: -1.551 -0.353 3.437  0.318
H: -1.089 -1.207 1.900  0.273
H: 0.047 -0.286 2.729  0.254
H: -0.617 1.080 0.894  -0.105
H: -1.429 1.850 2.256  0.340
H: -2.350 0.898 1.169  0.276

=====

# 6
The following is a quantum chemistry calculation of an isolated ion of composition C5H9N2 and charge +1, from the OMol25 dataset.

- LUMO (spin up / spin down): -7.4 / -7.4 eV
- Net charge: +1
- Energy above the lowest of the compared OMol25 structures with the same formula, charge and spin: 146.2 kcal per mole
- Highest occupied orbital energy (spin up / spin down): -14.6466 / -14.6447 eV

Last column: Mulliken charge in e.
Atoms and positions in Å:
C: -2.614 0.572 -0.045  -0.094
C: -3.375 -0.400 -0.417  -0.136
C: -0.389 -0.239 0.531  0.783
C: 1.827 -0.122 -0.643  -1.055
C: 1.094 -0.027 0.719  -0.607
N: -1.275 0.757 0.436  -0.191
N: -0.807 -1.353 0.147  -0.623
H: -2.871 1.620 -0.049  0.396
H: -3.575 -1.299 -0.922  0.387
H: -0.990 1.638 0.943  0.298
H: 2.841 0.037 -0.689  0.383
H: 1.383 0.565 -1.298  0.333
H: 1.647 -1.156 -1.038  0.273
H: 1.193 0.971 1.212  0.302
H: 1.518 -0.791 1.337  0.286
H: -0.115 -2.073 -0.095  0.265

=====

# 7
The following is a quantum chemistry calculation of C16H30F3NO4P2PbS as an isolated structure, from the OMol25 dataset.

- LUMO: -1.8 eV
- Energy above the lowest of the compared OMol25 structures with the same formula, charge and spin: 0.0 kcal per mole
- Highest occupied orbital energy: -6.4947 eV

Last column: Mulliken charge in e.
Atoms and positions in Å:
Pb: 1.237 2.834 -1.901  0.437
P: 2.874 0.766 -2.248  0.507
P: -2.463 -0.052 1.472  1.147
N: -0.268 1.360 -2.318  -0.749
H: 0.298 -0.386 1.812  -0.083
C: 2.068 -0.733 -1.610  -0.627
H: 2.364 -1.604 -2.213  0.463
H: 0.978 -0.605 -1.662  0.140
H: 2.345 -0.895 -0.561  -0.055
C: 4.579 0.659 -1.639  -1.053
H: 5.145 -0.106 -2.191  0.348
H: 4.572 0.406 -0.569  0.306
H: 5.070 1.634 -1.765  0.342
C: 2.956 0.440 -4.037  -1.099
H: 3.413 -0.547 -4.206  0.399
H: 3.567 1.213 -4.524  0.365
H: 1.948 0.453 -4.477  0.277
C: -3.975 -0.881 1.972  -1.172
H: -4.849 -0.271 1.710  0.381
H: -3.935 -1.052 3.054  0.314
H: -4.027 -1.845 1.451  0.331
C: -2.400 1.547 2.297  -1.185
H: -2.688 1.418 3.347  0.341
H: -3.073 2.251 1.796  0.443
H: -1.372 1.923 2.253  0.272
C: -2.590 0.246 -0.295  -0.673
H: -2.903 -0.677 -0.799  0.348
H: -1.633 0.576 -0.728  -0.296
H: -3.343 1.021 -0.489  0.398
C: -0.757 1.128 -3.533  0.490
C: -1.720 -0.508 -5.078  -0.590
C: -1.247 -0.190 -3.813  -0.051
C: -0.796 2.111 -4.575  -0.222
C: -1.283 1.773 -5.828  -0.540
C: -1.746 0.470 -6.087  -0.485
H: -2.073 -1.520 -5.280  0.355
H: -1.219 -0.921 -2.999  0.239
H: -0.437 3.122 -4.345  0.158
H: -1.308 2.529 -6.616  0.359
H: -2.132 0.219 -7.077  0.346
C: 1.571 -0.748 2.292  1.383
O: 1.120 -0.044 1.299  -0.025
C: 1.600 -2.223 2.307  -1.054
H: 0.936 -2.622 3.088  0.272
H: 2.620 -2.564 2.543  0.469
H: 1.305 -2.644 1.342  0.331
C: 2.188 -0.057 3.447  -1.038
H: 1.692 -0.310 4.390  0.055
H: 2.189 1.028 3.325  0.346
H: 3.225 -0.406 3.535  0.426
F: -1.197 -1.346 7.618  -0.235
C: -0.579 -0.526 6.754  0.499
F: -0.896 0.752 7.031  -0.255
F: 0.759 -0.689 6.858  -0.251
S: -1.163 -0.970 4.901  0.553
O: -0.691 -2.346 4.729  -0.689
O: -2.607 -0.734 4.947  -0.648
O: -1.252 -0.857 1.893  -0.765

=====

# 8
The following is a quantum chemistry calculation of one molecule with the formula C5H8BNO2, from the OMol25 dataset.

- LUMO (spin up / spin down): -0.3 / -1.0 eV
- Energy above the lowest of the compared OMol25 structures with the same formula, charge and spin: 53.7 kcal per mole
- Highest occupied orbital energy (spin up / spin down): -9.5276 / -8.7742 eV

Last column: Mulliken charge in e.
Atoms and positions in Å:
B: 0.678 1.124 -2.240  0.483
C: 1.568 -1.108 -2.105  0.533
C: -0.499 -0.246 0.876  -0.598
C: 0.753 -1.004 0.404  -0.303
C: -0.599 1.095 0.093  -0.350
C: 0.583 -1.371 -1.015  -0.353
N: -0.215 0.932 -1.239  -0.322
O: 2.350 -1.958 -2.455  -0.558
O: 1.519 0.083 -2.678  -0.566
H: 0.787 2.110 -2.866  -0.120
H: -1.381 -0.850 0.653  0.310
H: -0.467 -0.060 1.951  0.351
H: 1.648 -0.398 0.551  0.229
H: 0.836 -1.913 1.012  0.325
H: -1.644 1.431 0.149  0.247
H: 0.043 1.837 0.593  0.320
H: -0.266 -1.990 -1.275  0.372